[1]
Molecular formula: C22H31NO2
Method: DFT, the ωB97M-V functional and the def2-TZVPD basis

Structure (XYZ):
```
56
C22H31NO2 the ωB97M-V functional and the def2-TZVPD basis
C -0.3192 3.6150 2.0250
H -0.3051 4.6058 2.0961
H -0.1212 3.2700 0.9204
H -1.1722 3.1671 2.2661
C 1.0600 3.0278 2.7168
N 0.7951 1.6394 2.7791
C 1.1562 1.1170 1.5703
H 1.5021 1.6304 0.8081
C 0.3047 -0.1121 1.0667
H 0.1276 -0.9252 1.6458
H -0.8048 0.2933 1.1764
C 0.6976 -0.6692 -0.2423
C -0.2797 -1.5942 -0.9394
C -1.5462 -1.4681 -1.5647
C -2.2780 -2.4226 -1.9991
C -2.3016 -3.5667 -1.4417
C -1.1832 -3.8463 -0.7872
C -0.2983 -2.8875 -0.3001
O 0.8064 -3.4106 0.4865
H 0.7031 -4.1594 0.8097
H -0.9169 -4.9825 -0.2770
H -3.0284 -4.4041 -1.5963
C -3.5890 -2.1113 -2.8395
H -4.4364 -2.7544 -2.7937
O -2.8902 -2.2238 -4.2020
H -2.3387 -1.4832 -4.3653
H -3.9341 -0.9555 -2.7717
H -1.6374 -0.5545 -1.9185
C 0.6569 0.5820 -1.3484
C -0.2064 1.6012 -1.5010
C 0.0275 2.4161 -2.3945
C 1.1399 2.3930 -3.4122
C 1.8253 1.2805 -3.3482
C 1.7719 0.4599 -2.4347
H 2.4131 -0.4157 -2.3553
H 2.5575 1.0585 -3.9862
H 1.2648 3.0713 -4.2115
H -0.9079 3.4604 -2.4125
H -0.9411 1.6564 -0.6884
H 1.4886 -1.1077 -0.0778
H 2.0502 0.4653 1.5944
C 0.8495 0.8546 4.1778
C -0.1134 1.0170 5.0216
H -1.0556 0.9266 4.4051
H -0.0293 1.8937 5.5229
H -0.0949 0.1457 5.6086
H 0.9663 -0.2522 3.5356
C 2.3136 1.0440 4.5008
H 3.2588 0.7307 4.0093
H 2.4079 2.0383 5.2433
H 2.5182 0.2157 5.5070
H 0.7462 3.1589 3.9243
C 2.2569 3.3888 2.3528
H 2.3231 3.5486 1.3162
H 2.1298 4.6654 2.6162
H 2.8449 3.0725 3.0589
```

HOMO level   -7.35 eV
Total charge   0
ΔE to the lowest compared entry with this formula, charge and spin   467.7 kcal per mole
Kohn-Sham gap   8.03 eV

[2]
Molecular formula: C7H11NO
Method: DFT, the ωB97M-V functional and the def2-TZVPD basis

Structure (XYZ):
```
20
C7H11NO the ωB97M-V functional and the def2-TZVPD basis
C -1.5192 1.1700 -0.2580
C 0.0128 1.6928 0.0705
C 0.8156 -0.7019 1.1190
C 0.7757 -1.4981 -0.0966
C 1.4705 -0.2722 -0.7363
C -0.6795 -1.1543 -0.4702
C -1.4368 -0.2308 0.3512
H -1.7750 0.9065 -1.2830
H -2.4106 1.9307 0.1428
H 0.6863 2.1090 -0.7819
H 0.0172 2.3162 0.9676
H 1.8473 -0.9000 1.4513
H 0.2771 -0.5996 2.0921
H 1.2412 -2.4628 -0.5153
H 1.4648 -0.1842 -1.8488
H 2.6574 -0.1920 -0.4278
H -0.8555 -1.0000 -1.5635
H -1.4116 0.0804 1.5037
N 0.9084 0.5079 0.2279
O -2.0861 -1.5175 0.0552
```

HOMO level   -7.95 eV
Total charge   0
ΔE to the lowest compared entry with this formula, charge and spin   180.5 kcal per mole
Kohn-Sham gap   8.93 eV

Question: Among the records above, which one has the highest ΔE to the lowest compared entry with this formula, charge and spin?
Answer: C22H31NO2

Question: What is the formula in the first record?
Answer: C22H31NO2